Molecular formula: C3H4N4
Method: DFT, wB97M-V/def2-TZVPD

Element x y z (Å)
H  1.4365  2.2924  1.2150
H  0.3323  -2.2786  -1.2389
N  -1.8438  -0.7760  0.1708
C  1.1665  1.8740  0.2271
C  -0.1187  1.5939  -0.0162
C  0.2221  -1.9986  -0.1948
H  1.0100  -2.2617  0.5030
H  1.9048  1.1857  -0.2612
N  -1.1842  1.2612  -0.5499
N  -2.1851  0.3994  -0.0426
N  -0.7403  -1.2916  0.1879

Values from the calculation:
2S+1 ... 1
Kohn-Sham gap ... 9.19 eV
SMILES ... C=C=N/N=N\N=C

---

Molecular formula: C17H28F5N4PRhSi
Method: DFT, wB97M-V/def2-TZVPD

Element x y z (Å)
C  2.2592  0.2143  3.3841
H  0.7203  -2.4709  2.1337
H  -0.0603  1.0363  2.3556
H  -1.9682  3.1026  -3.1994
C  1.7936  1.4499  -2.4230
H  -0.6550  -4.3728  -0.5775
C  1.9974  -1.2342  0.1505
F  0.0862  4.0766  -1.1849
H  1.6223  0.7584  -3.2585
H  2.0407  -2.4200  3.3464
N  3.2362  0.3855  2.3116
C  0.2974  0.0865  1.9555
H  -0.5711  -0.5242  1.7066
C  -1.1859  -3.5026  -0.2121
H  3.5210  1.3640  0.4666
F  -0.1609  -2.2456  -1.9077
N  1.1229  -0.5992  2.9577
C  0.8176  3.1037  -0.5795
C  1.5483  -1.8844  2.5343
C  2.7385  1.2220  1.2112
P  1.2606  0.4335  0.4327
C  -2.5762  -1.2412  0.5803
C  -3.6246  2.1303  -0.8304
C  3.7422  -0.8723  1.8969
N  -1.4267  0.0739  -1.1555
H  4.2100  -1.3947  2.7317
H  -4.2646  2.8017  -1.4086
H  -0.4664  2.4467  -2.7987
N  2.6020  -1.7769  1.4099
H  2.7478  -0.2731  4.2291
H  -1.3842  1.6447  -4.0300
H  1.8708  3.3760  -0.6580
H  1.8990  1.1903  3.7025
H  -2.2212  -4.5221  1.3683
H  2.7760  -1.1551  -0.6092
Si  -2.6173  1.0504  -1.9661
H  -4.4251  0.6542  -3.6011
H  4.4460  -0.7742  1.0714
F  2.9786  1.0378  -1.8109
Rh  0.1688  1.3093  -1.2559
H  -2.9852  2.7450  -0.1925
C  -2.0657  -3.5794  0.8619
H  -3.4711  -2.4938  2.0659
C  -1.0217  -2.2955  -0.8604
H  2.9699  -2.7108  1.2225
F  0.4829  3.1813  0.7743
H  1.2355  -1.9304  -0.1905
H  -4.2789  1.5360  -0.1888
H  -3.1168  -0.3561  0.8953
C  -3.7340  0.0231  -3.0372
C  -1.5011  2.1256  -3.0577
C  -1.6777  -1.1183  -0.4877
H  2.4621  2.1985  1.6056
C  -2.7666  -2.4446  1.2462
F  2.0777  2.6675  -2.9550
H  -3.1680  -0.5818  -3.7476
H  -4.3371  -0.6512  -2.4240

Values from the calculation:
Total charge ... +1
2S+1 ... 1
Kohn-Sham gap ... 7.85 eV

---

Molecular formula: FHN2O3
Method: DFT, wB97M-V/def2-TZVPD

Element x y z (Å)
N  1.2063  -0.7114  -0.6278
O  1.9007  -1.0307  0.2266
H  -1.9589  -0.0036  -0.1186
F  0.0508  1.7288  -0.3115
O  -1.1318  -0.2412  -0.5831
N  -0.0573  0.1576  0.1160
O  -0.0098  0.1005  1.2985

Values from the calculation:
2S+1 ... 1
Kohn-Sham gap ... 9.06 eV